Here is a cluster of 9 separate species, C35H80N11O18 in total from OMol25. Energies are from wB97M-V/def2-TZVPD.

Each atom is followed by the atoms it is bonded to, with distances in Å.
Atoms and positions in Å:
1 C 1.27584 1.30523 5.11660  C2 1.542, H33 1.085, H34 1.088, H35 1.086
2 C 2.41059 2.34806 5.17652  C1 1.542, C3 1.529, H36 1.084, H37 1.088
3 C 2.04744 3.69486 4.54990  C2 1.529, C4 1.533, H38 1.092, H39 1.087
4 C 3.23262 4.40411 3.88437  C3 1.533, C5 1.530, H40 1.086, H41 1.087
5 C 3.55291 3.68639 2.57177  C4 1.530, C6 1.524, H42 1.086, H43 1.088
6 C 4.73687 4.27627 1.81551  C5 1.524, C7 1.552, H44 1.082, H45 1.085
7 C 5.42165 3.33473 0.78915  C6 1.552, C8 1.523, H46 1.089, H47 1.085
8 C 4.61158 2.14232 0.29856  C7 1.523, C9 1.550, H48 1.086, H49 1.089
9 C 3.42866 2.50999 -0.63381  C8 1.550, C10 1.547, H50 1.083, H51 1.091
10 C 2.10249 1.88954 -0.13569  C9 1.547, C11 1.524, H52 1.082, H53 1.087
11 C 2.02728 0.45692 -0.65122  C10 1.524, C12 1.559, H54 1.086, H55 1.087
12 C 0.94545 -0.49269 -0.05310  C11 1.559, C13 1.553, C21 1.526, C32 1.534
13 C 1.69494 -1.78973 0.35601  C12 1.553, C14 1.516, H56 1.088, H57 1.086
14 C 0.82028 -3.00539 0.59237  C13 1.516, C15 1.538, H58 1.082, H59 1.089
15 C 1.57762 -4.30244 0.92196  C14 1.538, C16 1.539, H60 1.085, H61 1.087
16 C 2.83800 -4.15278 1.79168  C15 1.539, C17 1.523, H62 1.087, H63 1.084
17 C 2.83773 -5.07686 3.00285  C16 1.523, O18 1.410, H64 1.097, H65 1.084
18 O 1.75514 -4.85733 3.87933  C17 1.410, C19 1.413
19 C 1.77021 -3.59653 4.51760  O18 1.413, C20 1.519, H66 1.089, H67 1.095
20 C 1.55355 -3.70777 6.01647  C19 1.519, H68 1.084, H69 1.086, H70 1.083
21 C -0.06604 -0.74473 -1.16772  C12 1.526, N22 1.488, H71 1.087, H72 1.089
22 N -1.37582 -1.21707 -0.64278  C21 1.488, C23 1.360, H73 1.016
23 C -1.92318 -0.30285 0.20184  N22 1.360, N24 1.312, N30 1.339
24 N -3.23124 -0.24943 0.28792  C23 1.312, O25 1.366, H74 1.013
25 O -3.84468 0.61613 1.14764  N24 1.366, C26 1.452
26 C -4.60890 -0.06068 2.17970  O25 1.452, C27 1.516, H75 1.084, H76 1.085
27 C -4.15676 0.49677 3.51448  C26 1.516, C28 1.528, H77 1.088, H78 1.086
28 C -4.97208 -0.03168 4.69368  C27 1.528, C29 1.541, H79 1.083, H80 1.085
29 C -6.49011 0.16739 4.51981  C28 1.541, H81 1.081, H82 1.084, H83 1.086
30 N -1.17804 0.53392 0.93517  C23 1.339, C31 1.476, C32 1.478
31 C -1.25065 1.93227 0.46711  N30 1.476, H84 1.080, H85 1.087, H86 1.083
32 C 0.17846 -0.00027 1.18044  C12 1.534, N30 1.478, H87 1.082, H88 1.085
33 H 0.99415 0.98289 6.11310  C1 1.085
34 H 0.37794 1.70204 4.64680  C1 1.088
35 H 1.57416 0.40934 4.58092  C1 1.086
36 H 3.29546 1.90398 4.73475  C2 1.084
37 H 2.63632 2.51764 6.22677  C2 1.088
38 H 1.30974 3.51210 3.76596  C3 1.092
39 H 1.55365 4.33215 5.27932  C3 1.087
40 H 2.91752 5.41689 3.65015  C4 1.086
41 H 4.10077 4.40386 4.53881  C4 1.087
42 H 3.65348 2.62690 2.78946  C5 1.086
43 H 2.67103 3.81227 1.94766  C5 1.088
44 H 5.47332 4.67998 2.49704  C6 1.082
45 H 4.35288 5.12908 1.26567  C6 1.085
46 H 6.31168 2.92978 1.26825  C7 1.089
47 H 5.78468 3.90536 -0.05989  C7 1.085
48 H 4.24854 1.49984 1.09574  C8 1.086
49 H 5.29446 1.52653 -0.28465  C8 1.089
50 H 3.61792 2.23415 -1.66426  C9 1.083
51 H 3.30315 3.59271 -0.58213  C9 1.091
52 H 2.13516 1.98240 0.94157  C10 1.082
53 H 1.31961 2.49905 -0.57856  C10 1.087
54 H 3.01287 0.01632 -0.52897  C11 1.086
55 H 1.87280 0.51997 -1.72536  C11 1.087
56 H 2.37777 -2.01000 -0.46223  C13 1.088
57 H 2.25451 -1.50851 1.24276  C13 1.086
58 H 0.21467 -3.20914 -0.28028  C14 1.082
59 H 0.10322 -2.84882 1.39748  C14 1.089
60 H 1.83060 -4.87880 0.03774  C15 1.085
61 H 0.88689 -4.92517 1.48560  C15 1.087
62 H 3.70504 -4.41210 1.18960  C16 1.087
63 H 3.02097 -3.14640 2.15170  C16 1.084
64 H 3.77318 -4.88314 3.54123  C17 1.097
65 H 2.89057 -6.11393 2.69053  C17 1.084
66 H 2.70218 -3.05924 4.34611  C19 1.089
67 H 0.99044 -2.97557 4.06506  C19 1.095
68 H 2.14398 -4.52497 6.41526  C20 1.084
69 H 1.92728 -2.79223 6.46555  C20 1.086
70 H 0.49928 -3.79005 6.25212  C20 1.083
71 H 0.36021 -1.54733 -1.76329  C21 1.087
72 H -0.18636 0.11596 -1.82446  C21 1.089
73 H -2.03668 -1.31725 -1.40852  N22 1.016
74 H -3.83193 -0.84779 -0.26611  N24 1.013
75 H -5.64081 0.23688 2.03326  C26 1.084
76 H -4.51701 -1.14076 2.13478  C26 1.085
77 H -3.10460 0.23355 3.60658  C27 1.088
78 H -4.20132 1.58205 3.49956  C27 1.086
79 H -4.66638 0.52639 5.57036  C28 1.083
80 H -4.70205 -1.07070 4.84778  C28 1.085
81 H -6.94949 0.51420 5.43493  C29 1.081
82 H -6.93125 -0.75453 4.15803  C29 1.084
83 H -6.66679 0.92022 3.75668  C29 1.086
84 H -0.46994 2.48838 0.96510  C31 1.080
85 H -1.10473 2.04628 -0.60429  C31 1.087
86 H -2.18488 2.36789 0.79956  C31 1.083
87 H 0.70612 0.71210 1.80163  C32 1.082
88 H 0.01781 -0.86855 1.81142  C32 1.085
89 C 0.87637 -3.58984 -5.06756  N90 1.488, H93 1.080, H94 1.084, H95 1.085
90 N 1.09820 -2.92130 -3.75642  C89 1.488, O91 1.224, O92 1.216
91 O 0.50759 -3.35932 -2.77760  N90 1.224
92 O 1.85548 -1.97079 -3.72274  N90 1.216
93 H 0.18214 -4.40630 -4.93206  C89 1.080
94 H 0.47042 -2.84821 -5.74547  C89 1.084
95 H 1.83697 -3.95326 -5.41771  C89 1.085
96 C 4.14348 9.01437 3.64114  N97 1.490, H100 1.083, H101 1.086, H102 1.086
97 N 4.47583 7.84695 2.77720  C96 1.490, O98 1.215, O99 1.218
98 O 5.47733 7.21396 3.04592  N97 1.215
99 O 3.71201 7.61139 1.85827  N97 1.218
100 H 4.90314 9.10135 4.40872  C96 1.083
101 H 4.12519 9.89466 3.00582  C96 1.086
102 H 3.16561 8.83002 4.07591  C96 1.086
103 C -0.14709 4.70833 -2.77114  N104 1.491, H107 1.084, H108 1.086, H109 1.086
104 N 0.22064 3.53719 -3.61765  C103 1.491, O105 1.219, O106 1.214
105 O 1.21538 2.90667 -3.30509  N104 1.219
106 O -0.50220 3.30025 -4.56316  N104 1.214
107 H 0.58189 4.79997 -1.97346  C103 1.084
108 H -0.14053 5.58665 -3.40918  C103 1.086
109 H -1.14272 4.52552 -2.37683  C103 1.086
110 C -8.24772 3.37303 3.78202  N111 1.490, H114 1.084, H115 1.085, H116 1.086
111 N -8.86474 4.66014 4.20952  C110 1.490, O112 1.217, O113 1.214
112 O -8.23708 5.68083 3.99932  N111 1.217
113 O -9.95477 4.59108 4.73918  N111 1.214
114 H -7.28585 3.58581 3.32905  C110 1.084
115 H -8.13443 2.75546 4.66727  C110 1.085
116 H -8.92119 2.90959 3.06698  C110 1.086
117 C -0.63109 -7.24211 -7.73603  N118 1.486, H121 1.082, H122 1.087, H123 1.081
118 N -0.00846 -6.21391 -6.86166  C117 1.486, O119 1.219, O120 1.216
119 O -0.16154 -6.31934 -5.65709  N118 1.219
120 O 0.61726 -5.32849 -7.41158  N118 1.216
121 H -1.14756 -7.95910 -7.11197  C117 1.082
122 H -1.32255 -6.72623 -8.39726  C117 1.087
123 H 0.16179 -7.71656 -8.29718  C117 1.081
124 C -2.43866 -0.30963 -5.65521  N125 1.490, H128 1.080, H129 1.085, H130 1.087
125 N -2.53900 -1.56059 -6.45768  C124 1.490, O126 1.212, O127 1.221
126 O -3.34137 -1.58644 -7.36571  N125 1.212
127 O -1.80190 -2.48101 -6.14097  N125 1.221
128 H -3.14753 0.40733 -6.04283  C124 1.080
129 H -2.66991 -0.56288 -4.62539  C124 1.085
130 H -1.42033 0.05922 -5.74728  C124 1.087
131 C -5.67982 3.39708 -6.34609  N132 1.490, H135 1.083, H136 1.086, H137 1.086
132 N -4.64298 2.69926 -5.53506  C131 1.490, O133 1.220, O134 1.214
133 O -4.95353 1.65282 -4.98943  N132 1.220
134 O -3.54646 3.21622 -5.47414  N132 1.214
135 H -6.59469 2.81807 -6.30761  C131 1.083
136 H -5.82046 4.38342 -5.91462  C131 1.086
137 H -5.30332 3.46883 -7.36200  C131 1.086
138 C 2.67335 -10.60128 -6.30270  N139 1.489, H142 1.083, H143 1.086, H144 1.086
139 N 1.92586 -10.19491 -7.52508  C138 1.489, O140 1.211, O141 1.222
140 O 2.42447 -10.43453 -8.60265  N139 1.211
141 O 0.84979 -9.64160 -7.35421  N139 1.222
142 H 3.59881 -11.07436 -6.60823  C138 1.083
143 H 2.86389 -9.70264 -5.72363  C138 1.086
144 H 2.04294 -11.29159 -5.75043  C138 1.086

Properties
**Molar mass**: 943.1 g mol⁻¹
**HOMO level**: -11.233 eV
**E_tot**: -90808.0857 eV
**Charge**: +1

Here is a cluster of 7 separate species, C26H53BO10 in total from OMol25. Energies are from wB97M-V/def2-TZVPD.

Each atom is followed by the atoms it is bonded to, with distances in Å.
Atoms and positions in Å:
1 C -2.57672 4.44818 1.49058  C2 1.404, H14 1.133, H15 1.132
2 C -2.21796 3.93170 0.23523  C1 1.404, C3 1.577, H16 1.135
3 C -1.74697 2.45085 -0.03232  C2 1.577, C4 1.593, H17 1.128, H18 1.137
4 C -0.61247 2.00145 0.99129  C3 1.593, C5 1.583, O12 1.451, H19 1.141
5 C 0.70775 2.87142 0.91460  C4 1.583, O6 1.444, H20 1.137, H21 1.137
6 O 1.47119 2.64987 -0.29069  C5 1.444, C7 1.435
7 C 1.08942 3.58912 -1.30592  O6 1.435, C8 1.588, H22 1.128, H23 1.142
8 C 2.24486 4.57818 -1.76210  C7 1.588, B9 1.610, H24 1.142, H25 1.134
9 B 3.08099 5.26705 -0.57110  C8 1.610, O10 1.450, O11 1.416
10 O 3.88618 6.42533 -0.90787  B9 1.450, H26 0.977
11 O 3.14608 4.83678 0.77680  B9 1.416, H27 0.976
12 O -0.34754 0.57669 0.91013  C4 1.451, C13 1.448
13 C -1.23903 -0.04789 1.86514  O12 1.448, H28 1.140, H29 1.129, H30 1.139
14 H -3.25444 3.88893 2.20509  C1 1.133
15 H -2.21500 5.48000 1.78405  C1 1.132
16 H -2.26321 4.61566 -0.66918  C2 1.135
17 H -1.42228 2.28740 -1.10036  C3 1.128
18 H -2.63863 1.77429 0.16836  C3 1.137
19 H -1.03735 2.17093 2.03696  C4 1.141
20 H 0.41269 3.96130 1.04927  C5 1.137
21 H 1.35523 2.63283 1.81846  C5 1.137
22 H 0.17210 4.19943 -1.06516  C7 1.128
23 H 0.81247 2.96931 -2.22440  C7 1.142
24 H 1.73084 5.43247 -2.31899  C8 1.142
25 H 2.93516 4.09959 -2.52371  C8 1.134
26 H 3.36586 6.85343 -1.61470  O10 0.977
27 H 3.55519 5.54748 1.30639  O11 0.976
28 H -0.92348 0.17226 2.93863  C13 1.140
29 H -1.26243 -1.16849 1.72884  C13 1.129
30 H -2.30010 0.35419 1.76257  C13 1.139
31 C 2.04738 5.63364 -6.29835  C32 1.505, H35 1.091, H36 1.092, H37 1.092
32 C 2.74095 6.34219 -5.16549  C31 1.505, C33 1.506, O34 1.216
33 C 4.24576 6.38471 -5.19182  C32 1.506, H38 1.092, H39 1.092, H40 1.091
34 O 2.10961 6.85960 -4.26464  C32 1.216
35 H 0.96786 5.68184 -6.14847  C31 1.091
36 H 2.29174 6.11862 -7.24532  C31 1.092
37 H 2.35146 4.58531 -6.32260  C31 1.092
38 H 4.58754 6.90281 -6.08982  C33 1.092
39 H 4.64743 5.36978 -5.16750  C33 1.092
40 H 4.60930 6.92507 -4.31680  C33 1.091
41 C 6.82437 5.11759 -1.32466  C42 1.505, H45 1.090, H46 1.091, H47 1.092
42 C 7.24239 4.83713 -2.74311  C41 1.505, C43 1.506, O44 1.215
43 C 7.53567 3.40540 -3.10829  C42 1.506, H48 1.092, H49 1.092, H50 1.091
44 O 7.33924 5.72887 -3.56192  C42 1.215
45 H 6.64555 6.18615 -1.20491  C41 1.090
46 H 5.90173 4.58104 -1.09756  C41 1.091
47 H 7.61682 4.81517 -0.63655  C41 1.092
48 H 6.64428 2.79298 -2.95766  C43 1.092
49 H 8.35907 3.02750 -2.49926  C43 1.092
50 H 7.82406 3.35184 -4.15916  C43 1.091
51 C -2.37629 -2.71102 -1.36859  C52 1.506, H55 1.091, H56 1.092, H57 1.092
52 C -3.10850 -3.63863 -0.43583  C51 1.506, C53 1.503, O54 1.217
53 C -2.87862 -5.11426 -0.60864  C52 1.503, H58 1.090, H59 1.092, H60 1.091
54 O -3.85539 -3.20856 0.42286  C52 1.217
55 H -2.63659 -1.67862 -1.12881  C51 1.091
56 H -1.29878 -2.83818 -1.24796  C51 1.092
57 H -2.66779 -2.91551 -2.40056  C51 1.092
58 H -1.82427 -5.34601 -0.45539  C53 1.090
59 H -3.19244 -5.42479 -1.60742  C53 1.092
60 H -3.46737 -5.66068 0.12896  C53 1.091
61 C -3.03271 -4.54590 3.58651  C62 1.504, H65 1.092, H66 1.092, H67 1.092
62 C -1.99631 -5.61193 3.36208  C61 1.504, C63 1.506, O64 1.216
63 C -1.61891 -6.46930 4.54163  C62 1.506, H68 1.092, H69 1.092, H70 1.091
64 O -1.48235 -5.77726 2.27225  C62 1.216
65 H -3.20529 -4.00741 2.65283  C61 1.092
66 H -3.97164 -5.00173 3.90668  C61 1.092
67 H -2.68090 -3.83800 4.34019  C61 1.092
68 H -2.49577 -7.00901 4.90428  C63 1.092
69 H -1.20520 -5.84609 5.33672  C63 1.092
70 H -0.86292 -7.19423 4.23523  C63 1.091
71 C 1.69469 -7.83146 -1.84224  C72 1.506, H75 1.091, H76 1.092, H77 1.092
72 C 0.93278 -6.53360 -1.79265  C71 1.506, C73 1.506, O74 1.213
73 C 1.62693 -5.34581 -1.18048  C72 1.506, H78 1.092, H79 1.092, H80 1.091
74 O -0.19638 -6.44824 -2.22866  C72 1.213
75 H 1.07336 -8.59769 -2.30764  C71 1.091
76 H 2.60233 -7.70751 -2.43633  C71 1.092
77 H 1.94799 -8.15264 -0.83002  C71 1.092
78 H 2.53161 -5.11175 -1.74521  C73 1.092
79 H 1.87714 -5.55745 -0.13909  C73 1.092
80 H 0.96140 -4.48207 -1.21191  C73 1.091
81 C -7.43636 -4.12192 4.47863  C82 1.506, H85 1.091, H86 1.092, H87 1.092
82 C -6.57954 -4.56267 5.63550  C81 1.506, C83 1.506, O84 1.214
83 C -7.20822 -4.56207 7.00369  C82 1.506, H88 1.092, H89 1.092, H90 1.091
84 O -5.42624 -4.90531 5.47122  C82 1.214
85 H -6.85436 -4.17258 3.55724  C81 1.091
86 H -8.30103 -4.78170 4.38379  C81 1.092
87 H -7.76372 -3.09148 4.62995  C81 1.092
88 H -8.06276 -5.24126 7.02047  C83 1.092
89 H -7.52564 -3.55112 7.26663  C83 1.092
90 H -6.47658 -4.90158 7.73806  C83 1.091

Properties
**Molar mass**: 536.5 g mol⁻¹
**HOMO level**: -8.592 eV
**SMILES**: C=CC[C@H](COCCB(O)O)OC.CC(C)=O.CC(C)=O.CC(C)=O.CC(C)=O.CC(C)=O.CC(C)=O
**E_tot**: -48971.7205 eV
**Charge**: 0

Number 1: frontier orbital gap 8.901 eV. Number 2: frontier orbital gap 9.131 eV.